{
  "formula": "C21H21N5OS",
  "method": "ωB97M-V/def2-TZVPD",
  "symbols": ["C", "O", "C", "H", "N", "H", "H", "H", "C", "H", "C", "C", "H", "C", "C", "H", "H", "C", "H", "H", "H", "H", "C", "C", "C", "H", "C", "H", "C", "N", "N", "C", "C", "S", "H", "H", "C", "H", "C", "H", "H", "C", "N", "C", "H", "N", "C", "H", "C"],
  "coordinates": [[-2.230267, 0.237871, 3.746305], [-1.061456, 0.888135, 0.149369], [-0.103015, 1.090732, 0.895258], [1.774319, 0.815010, -5.029445], [0.042574, -4.297618, -5.524816], [0.929505, 3.225881, 1.035834], [-1.587116, -3.193678, -5.765565], [0.000741, 1.933868, -3.633733], [1.212393, -3.948788, -4.795777], [-1.262460, -1.481709, -4.167851], [-1.316259, 0.999567, 4.771389], [-0.024046, 1.083440, 4.701659], [0.553442, 0.425582, -7.062232], [1.590751, -3.243343, -3.776952], [-0.771119, -3.467176, -5.201147], [-1.216719, 0.344512, -6.231456], [-2.904680, -0.458491, 3.907942], [-0.087533, 0.911179, -3.617706], [1.812195, 1.656548, 0.863579], [-1.532139, 1.520699, 8.084367], [-1.105480, 0.812400, -3.694146], [2.126100, -4.952811, -5.016877], [0.541427, -2.178495, -3.661408], [-1.527031, -0.156353, 2.548456], [0.618207, 0.727019, -4.963578], [-2.924728, 0.797524, 6.181183], [-0.982142, 1.302853, 7.091606], [0.875234, 1.811442, 7.843636], [-0.572540, -2.166636, -4.276889], [-0.134964, 0.640395, 2.183337], [1.766749, -0.130352, -0.914490], [0.809347, -1.122525, -2.663829], [0.381722, 0.853715, 3.262295], [0.906744, 2.357953, -1.025505], [2.387662, -3.115192, -3.316976], [1.727310, 1.672709, 5.492107], [0.317158, 1.593102, 7.001078], [-0.895774, -1.173612, 2.896663], [0.060421, 0.429218, -6.164480], [-2.563838, 1.372937, 3.335179], [1.435380, 1.740855, 2.997390], [-1.965102, 0.808942, 6.157295], [1.774182, -1.277431, -1.601798], [1.064877, 2.057772, 0.650578], [1.431059, 0.150319, 3.184832], [0.586735, 0.264605, -2.681960], [1.012968, 0.940103, -1.623432], [-1.684824, -0.453529, 1.696070], [0.714030, 1.350851, 5.734641]],
  "atomic_forces_ev_per_a": [[3.370, 10.443, -3.606], [1.481, -0.087, 0.071], [-1.992, 1.255, 2.431], [-2.000, 0.025, 0.761], [5.223, -1.530, 0.632], [0.272, -3.401, -0.196], [-2.649, -0.973, -1.356], [0.446, 2.804, 1.369], [5.094, -9.827, -2.598], [-3.635, 3.108, 0.264], [-8.317, -6.514, 5.067], [-1.078, -0.722, -6.450], [1.244, -0.184, -1.944], [-10.183, 3.307, -3.833], [-3.900, 8.743, 2.515], [3.876, 0.098, 0.148], [-3.500, -2.675, 1.997], [0.306, 1.078, -6.452], [12.130, -5.636, 3.567], [1.283, -0.529, -1.020], [-2.650, -1.114, -0.096], [-2.614, 3.140, 0.311], [4.508, 1.442, 4.645], [9.280, -1.974, 7.387], [0.883, -1.080, -2.971], [-6.022, -0.437, 1.048], [-8.155, -0.770, 4.044], [1.257, 0.721, 1.111], [0.181, -7.529, -4.267], [-11.460, -2.442, -8.273], [-0.191, 1.963, -1.057], [4.915, 1.248, 3.155], [17.281, 3.257, 7.791], [-0.315, 8.037, -1.028], [7.355, 0.451, 3.909], [0.414, -0.641, -0.001], [-0.896, -1.306, -1.918], [-1.468, 1.776, -0.494], [-4.799, 0.808, 3.798], [-1.295, -2.788, 0.785], [-2.993, -1.082, 1.009], [11.606, 4.106, -3.498], [-4.354, 1.649, -1.858], [-12.441, 7.536, -2.407], [-2.185, 0.365, 1.781], [-0.236, -1.964, 2.653], [4.235, -12.540, 0.178], [-4.012, -2.378, -8.705], [6.700, 2.761, 1.599]],
  "largest_force_ev_per_a": 19.23,
  "e_lumo_ha": 0.0102,
  "total_energy_ha": -1559.27738,
  "total_charge": 0,
  "de_lowest_kj_mol": 2096.0,
  "homo_ev": -7.568
}

=====

{
  "formula": "C21H21N5OS",
  "method": "ωB97M-V/def2-TZVPD",
  "symbols": ["H", "C", "H", "C", "H", "H", "N", "H", "H", "H", "H", "C", "C", "H", "C", "H", "C", "C", "C", "H", "C", "H", "N", "C", "C", "C", "C", "C", "H", "N", "H", "C", "H", "S", "H", "H", "H", "H", "H", "C", "C", "C", "C", "O", "C", "C", "H", "N", "N"],
  "coordinates": [[1.404346, 0.491561, 5.785262], [-0.246343, 0.571537, 0.685118], [-2.279011, 2.961082, -3.421371], [3.290931, 1.377529, -0.129850], [-2.227475, -1.521717, -6.060471], [-0.774220, -1.411561, 3.465922], [-1.161280, -3.923297, -5.477579], [1.626065, -1.156717, 3.285685], [-3.132298, 1.796258, -2.702717], [2.066076, 0.958504, -2.541139], [-1.899321, 1.749150, 4.747909], [-2.148831, 2.012350, -2.910902], [1.130212, 0.995138, 0.800883], [-0.006854, 2.545001, 3.225343], [0.117028, 1.728589, 3.901714], [2.215701, -1.152994, 5.869420], [-1.686925, -0.977595, -5.235800], [-0.235738, -1.098954, 4.418129], [0.135783, 0.413183, -1.745060], [-1.381258, -4.919957, -5.132197], [-0.673653, -1.710244, -4.514814], [-2.837312, 0.816575, -5.302584], [0.995800, 0.775786, 3.296492], [1.405081, 0.945087, -1.673741], [-2.012547, 0.370696, -4.858920], [-0.709459, 0.313940, -0.652901], [2.000331, -0.222415, 5.235609], [1.112603, -0.496158, 4.002351], [3.922081, 1.713636, -0.997742], [0.309823, -3.662610, -3.664744], [0.373848, 2.213966, 4.891036], [-0.468519, -3.109025, -4.529187], [2.972642, 0.062119, 4.968067], [0.831727, -2.465583, -2.622941], [-1.673724, 0.719078, 3.336424], [-1.715521, 2.236084, -1.944027], [-1.737260, -0.139485, -0.900900], [-2.004813, -3.448624, -5.761445], [-0.941855, 0.387797, 1.488513], [-1.244890, 1.070072, 4.277644], [-0.428698, 0.087179, -3.045418], [-0.051993, -1.190815, -3.427717], [1.899908, 1.156952, -0.373726], [-1.119538, -0.149258, 5.096372], [1.716561, 0.951458, 2.079968], [-1.428181, 0.878392, -3.663737], [-0.090962, -1.988335, 5.097669], [3.016627, 1.123547, 2.185269], [3.775306, 1.323101, 1.150834]],
  "atomic_forces_ev_per_a": [[0.565, 0.292, 0.677], [-0.301, -0.090, -3.771], [0.661, 0.131, -0.563], [-0.344, 0.584, 1.937], [0.576, 1.012, 0.866], [0.480, 0.059, 0.986], [0.121, -1.218, 1.328], [-0.306, -0.196, 0.418], [-2.369, -1.297, 0.403], [-0.220, 0.265, 0.222], [-0.691, 0.623, 0.820], [2.350, 0.566, -0.553], [-2.792, -1.416, -0.015], [-0.480, 0.604, -0.546], [-1.152, -0.048, 1.651], [-0.869, 1.078, -0.671], [0.364, 0.831, 0.131], [-1.130, 0.067, -0.721], [0.551, 2.234, -0.581], [0.667, 2.358, -0.656], [-2.413, 0.541, -1.657], [-1.227, 1.018, -0.843], [-0.324, -0.616, -0.594], [-0.502, -0.997, 0.839], [2.029, -3.659, 1.108], [-0.902, -0.840, 3.036], [-1.136, -2.682, 0.748], [1.483, -0.054, 0.474], [-0.169, -0.706, 1.348], [-0.008, 0.721, 0.296], [0.974, -0.556, -0.885], [-1.096, -2.982, -2.031], [1.105, 1.162, -0.586], [0.413, 0.631, 0.393], [-0.465, 0.119, -0.089], [0.393, 0.020, 0.003], [1.547, 0.896, 0.876], [-0.113, -0.313, -0.144], [0.405, 0.125, 0.280], [1.317, -2.137, -1.403], [-0.482, 0.944, 0.379], [0.070, 0.382, -0.266], [1.688, 0.151, 0.642], [1.298, 0.839, -0.781], [0.657, 1.321, 0.663], [-0.283, -0.907, 0.165], [-0.234, 1.074, -0.710], [-0.817, -0.648, 1.545], [1.110, 0.713, -4.166]],
  "largest_force_ev_per_a": 4.37,
  "e_lumo_ha": -0.0127,
  "total_energy_ha": -1559.92753,
  "total_charge": 0,
  "de_lowest_kj_mol": 389.1,
  "homo_ev": -8.262
}

=====

{
  "formula": "C21H21NO3",
  "method": "ωB97M-V/def2-TZVPD",
  "symbols": ["C", "C", "H", "C", "C", "H", "O", "O", "H", "O", "C", "H", "C", "C", "H", "H", "C", "C", "C", "N", "H", "H", "C", "H", "H", "H", "H", "C", "H", "H", "H", "C", "H", "H", "C", "H", "C", "C", "H", "H", "C", "C", "H", "C", "C", "C"],
  "coordinates": [[3.056783, -4.857896, 3.436165], [1.540493, -5.129693, 1.495149], [-2.997431, -4.768543, -1.623832], [-2.659268, -3.762876, -1.380706], [2.788968, -5.716000, 2.177698], [0.728270, -5.864320, 1.397105], [-4.173301, -3.006934, -3.023696], [0.977054, -0.985493, 3.545992], [-5.251772, -1.230519, -3.347849], [-3.145127, -0.094351, 1.343167], [1.952007, -3.793808, 3.475212], [1.345334, -3.859291, 4.390170], [-1.364492, -2.215244, -0.029812], [-1.740748, -1.168620, -0.914207], [2.587131, -6.748530, 2.467565], [-3.898503, -1.534204, -4.504858], [-0.235332, 1.660605, 4.702014], [-0.617494, -1.913087, 1.172450], [-4.697890, -1.999638, -3.907741], [1.085159, -3.994981, 2.304387], [2.355782, -2.777799, 3.433425], [-0.792974, 3.389104, 5.882093], [-1.073246, 2.729241, 5.057154], [2.974515, -5.468013, 4.337901], [0.714873, 1.477729, 5.203453], [0.115499, -4.087020, 2.584729], [-3.597017, 2.283831, 2.751371], [-2.676268, 2.133107, 3.317369], [4.045114, -4.394307, 3.408052], [-1.317494, -0.170979, -0.769553], [3.646587, -5.697065, 1.503351], [-1.847800, 1.066700, 2.994702], [-2.948909, -0.533122, -2.583787], [-2.939726, 3.794269, 4.672852], [-2.108838, 0.006823, 1.986485], [-1.393202, -4.349315, 0.264635], [-0.906855, -0.876213, 1.999438], [-2.638692, -1.375875, -1.944151], [0.270957, -2.494156, 1.410632], [-5.382204, -2.553146, -4.561456], [-1.765617, -3.529049, -0.356538], [-3.178906, -2.677761, -2.146010], [1.789861, -4.774107, 0.486705], [-2.291012, 2.966328, 4.372283], [-0.034529, -0.435433, 3.129808], [-0.648591, 0.812806, 3.673105]],
  "atomic_forces_ev_per_a": [[-0.329, -0.108, -0.019], [-0.156, 0.160, -0.174], [0.012, 0.232, 0.108], [-0.518, 0.656, -0.732], [-0.093, -0.046, 0.194], [0.289, 0.032, -0.046], [0.408, 0.521, -0.072], [-1.049, 0.764, -0.408], [0.198, -0.201, -0.134], [0.952, 0.069, 0.605], [-0.096, 0.450, 0.064], [0.260, 0.039, -0.140], [-0.701, 0.302, -1.334], [0.168, -0.531, 0.657], [0.204, 0.002, -0.105], [-0.223, -0.144, 0.177], [-0.220, 0.082, -0.072], [0.206, 1.142, 0.407], [0.168, -0.351, 0.295], [0.034, -0.442, 0.293], [0.021, -0.288, 0.132], [-0.055, -0.220, -0.306], [-0.241, -0.140, -0.311], [0.280, -0.015, -0.088], [-0.287, 0.072, -0.018], [0.260, -0.210, 0.029], [0.228, -0.013, 0.244], [0.103, 0.159, 0.222], [-0.097, -0.124, 0.058], [-0.255, -0.337, 0.069], [-0.088, -0.134, 0.048], [0.142, 0.075, 0.487], [0.194, -0.553, 0.417], [0.326, -0.269, -0.086], [-0.766, -0.008, -0.664], [-0.214, 0.169, -0.271], [-0.015, -0.498, -0.469], [-0.730, -0.686, -0.739], [-0.051, -0.038, 0.010], [0.191, 0.308, 0.146], [0.292, 0.539, 0.476], [0.601, -0.003, 0.638], [-0.066, -0.143, 0.069], [0.399, -0.311, 0.014], [0.853, -0.534, 0.249], [-0.539, 0.571, 0.079]],
  "largest_force_ev_per_a": 1.54,
  "e_lumo_ha": -0.0203,
  "total_energy_ha": -1093.25068,
  "total_charge": 0,
  "de_lowest_kj_mol": 229.0,
  "homo_ev": -7.981
}